[1]
ORCA calculation (ωB97M-V with the def2-TZVPD basis set) on a 13-piece molecular cluster, C34H100N6O16 overall in a non-equilibrium geometry.

The geometry in XYZ format:
```
156
Properties=species:S:1:pos:R:3:mulliken_charge:R:1
C -18.001 -20.487 4.340 0.2853
C -19.298 -20.617 5.230 0.6438
O -19.464 -21.960 5.711 -0.4186
O -16.835 -20.377 5.143 0.7422
H -18.106 -19.552 3.788 -0.8473
H -18.044 -21.340 3.663 0.2487
H -20.192 -20.385 4.651 -0.3282
H -19.313 -19.911 6.060 -0.4058
H -20.404 -22.122 5.822 0.3957
H -16.648 -21.283 5.399 -0.2394
C -12.759 -21.517 8.557 -0.7582
C -13.658 -21.693 7.344 0.0743
O -14.984 -21.489 7.581 -0.1891
O -11.401 -21.588 8.264 -0.5253
H -13.106 -22.245 9.291 0.3809
H -12.999 -20.539 8.976 0.2141
H -13.586 -22.734 7.027 0.3921
H -13.323 -21.037 6.540 0.0307
H -15.397 -22.275 7.216 -0.0454
H -11.056 -22.450 8.508 0.3313
C -19.020 -15.737 6.217 0.1001
C -18.280 -15.748 4.851 -0.3878
O -16.999 -15.268 5.108 -0.7363
O -18.578 -16.601 7.223 -0.3899
H -20.023 -16.112 6.015 -0.3031
H -19.215 -14.722 6.563 0.4898
H -18.736 -14.964 4.246 0.4619
H -18.348 -16.646 4.237 0.0006
H -16.467 -15.998 5.433 0.3822
H -19.118 -16.433 7.999 0.1595
C -21.313 -17.643 2.323 -0.4776
O -20.660 -18.942 2.212 -0.1774
H -22.270 -17.664 1.802 0.3456
H -21.361 -17.194 3.315 0.0905
H -20.643 -16.920 1.858 0.1751
H -21.274 -19.440 1.669 0.1131
C -21.877 -22.802 7.704 -0.6537
O -21.895 -22.583 6.325 -0.5296
H -22.142 -23.837 7.918 0.3163
H -20.860 -22.673 8.075 0.1681
H -22.554 -22.098 8.188 0.2986
H -22.820 -22.717 6.105 0.2809
C -15.364 -22.778 2.464 0.1290
O -15.741 -23.755 1.521 -0.5517
H -14.585 -22.097 2.120 -0.0822
H -16.124 -22.030 2.691 -0.0222
H -14.903 -23.210 3.352 0.2237
H -16.202 -24.429 2.026 0.3215
C -17.470 -23.745 7.032 -0.5830
O -16.240 -23.845 6.401 -0.5633
H -17.647 -22.728 7.381 0.0849
H -18.309 -24.080 6.422 0.3378
H -17.393 -24.417 7.887 0.4001
H -16.177 -24.737 6.052 0.2972
C -16.671 -14.355 -0.050 -1.5961
C -16.796 -14.930 1.371 0.9462
C -16.040 -16.297 1.472 0.1011
O -16.550 -17.290 0.566 -0.4461
C -17.791 -17.866 0.963 -0.2604
N -16.469 -13.986 2.390 -0.6493
H -17.139 -15.090 -0.705 0.3043
H -15.625 -14.244 -0.337 0.3688
H -17.121 -13.364 -0.087 0.4508
H -17.836 -15.175 1.588 -0.0313
H -16.046 -16.695 2.486 -0.4580
H -14.984 -16.132 1.260 0.4093
H -18.267 -18.599 0.312 0.3822
H -18.618 -17.163 1.068 0.1103
H -17.693 -18.319 1.950 0.0339
H -16.360 -14.608 3.179 0.1040
H -15.568 -13.607 2.137 0.3310
C -25.819 -15.945 6.635 -1.4383
C -24.354 -15.501 6.724 0.4116
C -23.282 -16.476 6.222 -0.0710
O -23.250 -17.536 7.172 -0.4475
C -22.483 -18.585 6.620 -0.1191
N -24.240 -14.301 5.952 -0.7416
H -26.115 -16.788 7.260 0.3019
H -26.028 -16.114 5.578 0.3240
H -26.516 -15.171 6.958 0.4253
H -24.057 -15.251 7.743 0.2669
H -22.295 -16.018 6.296 -0.0010
H -23.504 -16.822 5.213 0.1996
H -21.792 -19.002 7.353 0.0296
H -21.883 -18.290 5.759 0.0481
H -23.147 -19.375 6.270 0.3136
H -24.595 -14.317 5.006 0.2475
H -24.907 -13.640 6.324 0.2747
C -17.471 -18.027 12.502 -1.5217
C -18.446 -17.969 11.241 1.5705
C -19.037 -19.365 10.924 -0.8108
O -18.023 -20.109 10.156 -0.4535
C -18.336 -20.199 8.796 0.2855
N -19.530 -17.052 11.678 -0.7476
H -17.978 -18.488 13.350 0.3557
H -17.056 -17.050 12.747 0.4523
H -16.639 -18.654 12.180 0.3739
H -17.967 -17.603 10.332 -0.8052
H -19.984 -19.215 10.405 0.3550
H -19.254 -19.891 11.853 0.3918
H -18.333 -19.211 8.337 0.0482
H -19.317 -20.620 8.573 0.3436
H -17.542 -20.794 8.345 -0.3486
H -19.192 -16.302 12.263 0.2892
H -20.063 -17.605 12.334 0.2761
C -22.226 -21.956 2.281 -1.3386
C -23.237 -21.238 1.376 0.3476
C -24.100 -20.274 2.199 -0.2384
O -24.862 -20.949 3.191 -0.3397
C -25.925 -20.238 3.794 -0.7509
N -22.420 -20.450 0.428 -0.6355
H -22.688 -22.659 2.974 0.3655
H -21.555 -21.311 2.850 0.1158
H -21.545 -22.610 1.736 0.4614
H -23.951 -21.842 0.817 0.4810
H -24.618 -19.707 1.426 0.3284
H -23.507 -19.519 2.716 -0.0741
H -26.784 -20.257 3.123 0.3360
H -25.616 -19.213 3.998 0.2362
H -26.305 -20.589 4.753 0.2731
H -21.865 -21.054 -0.160 0.2147
H -22.942 -20.090 -0.358 0.2285
C -10.583 -19.830 1.163 -1.5235
C -11.964 -19.706 0.580 0.7184
C -12.998 -18.891 1.342 -0.7427
O -13.329 -19.576 2.566 -0.2970
C -14.499 -19.060 3.254 0.3895
N -11.757 -19.331 -0.835 -0.7658
H -9.975 -20.603 0.693 0.4657
H -10.746 -20.203 2.174 0.3164
H -10.134 -18.837 1.187 0.3517
H -12.439 -20.687 0.587 0.1442
H -13.883 -18.767 0.719 0.2229
H -12.696 -17.884 1.629 0.3329
H -14.617 -19.511 4.239 -0.1974
H -15.374 -19.328 2.661 0.1643
H -14.401 -17.977 3.331 -0.1452
H -12.546 -19.602 -1.404 0.2695
H -11.041 -19.982 -1.124 0.2828
C -15.132 -17.238 8.544 -1.5775
C -14.863 -17.000 7.033 1.0220
C -13.499 -17.461 6.407 -0.0714
O -12.415 -16.839 7.122 -0.4341
C -12.107 -15.480 6.797 -0.7400
N -15.943 -17.605 6.266 0.5255
H -16.130 -16.898 8.823 0.2034
H -14.486 -16.670 9.213 0.4705
H -15.185 -18.306 8.753 0.1409
H -14.732 -15.931 6.864 0.2170
H -13.482 -17.231 5.342 0.3399
H -13.477 -18.541 6.551 -0.1873
H -11.976 -15.207 5.750 0.2913
H -11.173 -15.239 7.303 0.3028
H -12.924 -14.780 6.974 0.3025
H -15.887 -18.613 6.295 -0.6484
H -16.855 -17.442 6.669 -0.0345
```

Computed properties:
LUMO   0.22 eV
HOMO level   -8.5 eV
Multiplicity   1
ΔE to the lowest compared entry with this formula, charge and spin   56.6 kcal per mole


[2]
ORCA calculation (ωB97M-V with the def2-TZVPD basis set) on a 13-piece molecular cluster, C34H101N19O13 overall in a non-equilibrium geometry.

The geometry in XYZ format:
```
167
Properties=species:S:1:pos:R:3:mulliken_charge:R:1
C -0.931 4.074 1.912 -0.1883
C -1.265 4.914 0.704 0.1642
C -0.390 6.164 0.704 -1.1831
O -0.652 6.952 -0.448 -0.3514
C 0.158 8.120 -0.530 -0.7411
N -0.876 4.066 -0.484 0.0542
H -1.797 3.478 2.215 -0.1676
H -0.587 4.466 2.875 0.5619
H -0.139 3.344 1.742 -0.5568
H -2.300 5.119 0.437 0.7911
H 0.696 6.038 0.724 0.3877
H -0.749 6.712 1.585 0.5525
H -0.052 8.618 -1.472 0.2502
H 1.217 7.844 -0.564 0.2795
H -0.134 8.699 0.349 0.3086
H -0.784 4.674 -1.293 0.2398
H -1.639 3.420 -0.670 -0.4134
C 2.895 3.006 2.273 -1.4409
C 3.363 1.995 3.295 1.7727
C 3.850 2.574 4.605 -1.3620
O 4.806 1.738 5.255 -0.3689
C 6.078 2.356 5.499 -0.7500
N 2.341 0.962 3.539 -0.4770
H 2.248 3.794 2.663 0.3972
H 2.520 2.502 1.384 -0.1089
H 3.815 3.505 1.951 0.6132
H 4.154 1.380 2.847 -0.2337
H 2.966 2.631 5.250 0.3927
H 4.102 3.630 4.482 0.4614
H 6.193 2.704 6.532 0.2779
H 6.206 3.211 4.841 0.3216
H 6.819 1.560 5.470 0.2446
H 2.128 0.342 2.760 1.2333
H 2.655 0.256 4.203 0.3233
C -1.175 -3.683 2.254 -0.5273
C -2.530 -4.024 2.946 0.2696
C -3.221 -5.072 2.065 -1.1569
O -3.715 -4.389 0.908 -0.0025
C -4.470 -5.273 0.111 -1.0341
N -2.259 -4.646 4.249 -0.7872
H -1.564 -3.242 1.330 -0.1527
H -0.564 -4.583 2.203 0.3835
H -0.563 -2.902 2.705 0.3237
H -3.084 -3.088 2.989 0.2982
H -4.078 -5.496 2.590 0.4210
H -2.477 -5.796 1.723 0.3961
H -3.914 -6.164 -0.212 0.3722
H -4.802 -4.836 -0.828 0.2514
H -5.334 -5.724 0.610 0.3844
H -1.839 -4.043 4.945 0.3065
H -1.563 -5.372 4.120 0.2852
C -0.337 -5.404 -1.210 -1.3662
C 0.765 -5.062 -2.218 1.5506
C 1.931 -6.040 -2.190 -0.8415
O 3.004 -5.678 -3.005 -0.2441
C 3.983 -6.674 -3.162 -0.8427
N 0.180 -4.981 -3.578 -0.8352
H 0.055 -6.130 -0.496 0.3894
H -1.188 -5.863 -1.715 0.5304
H -0.667 -4.483 -0.730 0.0404
H 1.251 -4.131 -1.905 -0.2095
H 1.582 -7.050 -2.456 0.4815
H 2.286 -6.085 -1.150 -0.0481
H 3.629 -7.614 -3.587 0.3231
H 4.594 -6.841 -2.268 0.3194
H 4.766 -6.298 -3.824 0.2635
H 0.960 -4.743 -4.182 0.3017
H -0.546 -4.277 -3.580 0.2092
C -1.501 2.063 -4.320 -1.5592
C -2.802 2.233 -3.514 0.6104
C -3.999 1.562 -4.232 -0.9719
O -5.231 1.618 -3.591 -0.2920
C -5.784 2.907 -3.500 -0.7709
N -2.585 1.826 -2.133 0.7686
H -1.759 2.357 -5.343 0.5201
H -1.144 1.035 -4.434 0.2040
H -0.645 2.655 -4.001 0.2903
H -2.859 3.326 -3.467 0.3746
H -3.657 0.540 -4.407 0.2805
H -4.062 2.083 -5.198 0.4503
H -6.736 2.791 -2.984 0.2782
H -5.886 3.451 -4.443 0.3426
H -5.235 3.599 -2.848 0.2725
H -2.408 0.819 -2.112 -0.6579
H -3.444 1.820 -1.583 -0.0426
C 2.855 -0.310 -2.703 -0.4091
C 3.617 0.612 -3.638 0.9108
C 4.642 -0.151 -4.481 -1.1816
O 5.591 -0.801 -3.695 -0.2099
C 6.339 -1.758 -4.347 -0.8223
N 2.625 1.255 -4.544 -0.7122
H 3.397 -0.678 -1.828 0.3212
H 2.528 -1.146 -3.322 0.4263
H 2.108 0.207 -2.091 -0.6623
H 4.113 1.386 -3.044 0.2659
H 5.127 0.654 -5.049 0.3636
H 4.063 -0.815 -5.133 0.4303
H 5.711 -2.373 -5.012 0.3056
H 6.810 -2.508 -3.709 0.2829
H 7.145 -1.406 -5.006 0.3081
H 2.411 2.143 -4.103 0.2737
H 3.067 1.449 -5.437 0.2972
C -4.403 0.295 0.557 -0.4524
C -5.230 1.015 1.630 0.1236
C -5.274 2.545 1.458 -0.0194
O -6.101 3.169 2.413 -0.4672
C -5.438 3.477 3.628 -0.5054
N -6.573 0.422 1.609 -0.6797
H -4.505 -0.776 0.702 0.0347
H -3.346 0.572 0.586 -0.1562
H -4.802 0.674 -0.391 0.1706
H -4.644 0.883 2.546 0.3211
H -5.653 2.709 0.445 0.3078
H -4.221 2.845 1.505 -0.1253
H -5.014 2.542 4.009 0.2313
H -6.202 3.777 4.343 0.3134
H -4.638 4.217 3.553 0.1848
H -6.988 0.738 2.481 0.3332
H -7.159 0.802 0.875 0.2918
C 4.985 0.278 1.336 0.3024
O 6.218 0.395 1.411 -0.8204
N 4.387 0.398 0.126 0.3275
N 4.169 -0.192 2.306 -0.0289
H 4.985 0.688 -0.627 0.0856
H 3.413 0.160 0.061 -0.5005
H 4.564 -0.616 3.123 0.2812
H 3.187 0.042 2.241 -0.7495
C -2.390 -1.830 -2.157 0.3308
O -1.759 -0.916 -1.607 -1.3584
N -3.224 -2.687 -1.487 0.0516
N -2.339 -2.090 -3.485 -0.3874
H -3.836 -3.258 -2.033 0.1183
H -3.427 -2.560 -0.509 -0.1506
H -3.171 -2.532 -3.825 0.1655
H -1.694 -1.688 -4.141 0.2731
C 2.575 3.142 -1.573 0.1910
O 3.659 2.761 -2.001 -0.6943
N 1.432 2.404 -1.694 0.9360
N 2.397 4.276 -0.852 -0.2526
H 0.584 2.709 -1.229 -0.1914
H 1.373 1.539 -2.195 -0.2640
H 3.212 4.848 -0.730 0.2141
H 1.530 4.457 -0.375 -0.1241
C -1.672 0.841 3.723 0.1338
O -2.788 1.162 4.166 -0.7298
N -1.429 -0.447 3.386 0.1983
N -0.593 1.655 3.643 -0.2224
H -2.228 -1.047 3.487 0.1191
H -0.577 -0.656 2.892 -0.1949
H 0.348 1.313 3.461 0.2300
H -0.814 2.565 4.008 0.3048
C 0.433 -0.339 0.866 -0.2293
O 1.384 -0.202 1.670 -0.0644
N -0.473 0.628 0.634 2.3903
N 0.308 -1.459 0.099 1.5862
H -1.168 0.390 -0.057 -0.6832
H -0.476 1.501 1.129 -0.7756
H 0.852 -2.240 0.435 -0.7039
H -0.325 -1.456 -0.708 -0.3991
C 2.422 -4.033 1.535 0.4265
O 2.179 -3.675 0.382 -0.4835
N 2.413 -3.183 2.588 -0.2222
N 2.697 -5.333 1.876 -0.3749
H 2.185 -2.227 2.341 -0.1173
H 2.686 -3.448 3.512 0.1890
H 2.960 -5.465 2.833 0.1334
H 2.618 -6.090 1.227 0.2041
```

Computed properties:
LUMO   0.12 eV
HOMO level   -8.4 eV
Multiplicity   1
ΔE to the lowest compared entry with this formula, charge and spin   118.6 kcal per mole


Among the records above, which one has the lowest ΔE to the lowest compared entry with this formula, charge and spin? C34H100N6O16


What is the LUMO in the second record? 0.12 eV


LUMO of number 1 (C34H100N6O16)? 0.22 eV